No. 1
Molecular formula: C29H43AlClINO22
Method: DFT, wB97M-V/def2-TZVPD

XYZ file:
```
98
Properties=species:S:1:pos:R:3:forces:R:3:lowdin_charge:R:1
C -4.9175 -3.3450 -0.4718 0.894 0.225 -0.448 -0.103
C -3.4674 -3.1953 0.3472 -2.004 0.644 0.373 -0.227
O -2.6103 -4.3850 0.2046 0.847 2.397 -0.799 -0.273
C -1.2065 -4.0314 -0.0579 1.605 -0.276 0.017 -0.155
C -0.5459 -2.9880 1.0358 0.438 0.298 -0.835 -0.172
O 0.8466 -2.7252 0.5452 -2.078 -0.335 1.433 -0.293
C 1.2861 -1.3721 0.9190 1.311 0.773 0.318 -0.222
Al 0.4621 0.1204 -0.2820 0.698 -0.029 1.022 0.244
C -0.1592 1.6188 1.0219 -1.141 1.028 0.992 -0.194
C -1.2665 1.1124 2.1233 1.890 -4.694 2.453 -0.636
O -1.1546 0.0181 2.8804 -0.838 7.020 -4.733 -0.131
Cl -2.8493 2.1305 2.3024 1.656 -1.024 -0.166 0.454
C 1.9477 0.9494 -1.4346 0.370 0.279 -1.073 -0.292
C 1.5614 1.1535 -3.0176 3.021 0.222 0.093 -0.745
C 2.8079 2.0410 -3.6809 -0.919 1.007 -0.375 -0.226
I -0.2519 2.4130 -3.3112 0.670 -0.904 0.262 0.759
O -0.9980 -0.4664 -1.3170 -5.184 3.347 1.665 -0.188
C -2.2277 0.3005 -1.0347 -3.120 4.201 0.130 -0.280
N -3.2357 1.1278 -0.8524 8.704 -7.569 -1.618 0.077
H -5.2420 -4.4738 -0.4743 0.436 2.308 0.084 0.075
H -4.7540 -2.9780 -1.5932 -0.379 -0.957 2.386 0.082
H -5.7349 -2.6208 0.0003 1.826 -1.756 -0.865 0.087
H -3.7634 -3.1197 1.5009 0.873 0.116 -2.419 0.136
H -2.9932 -2.1972 -0.0507 -0.591 -2.106 0.993 0.110
H -1.0055 -3.6599 -1.1737 -0.713 -0.452 2.460 0.146
H -0.5740 -5.0390 0.0399 -1.510 2.019 -0.163 0.135
H -0.5483 -3.4699 2.1056 0.103 0.840 -1.891 0.134
H -1.0874 -1.9505 1.1048 0.781 -2.063 -0.168 0.098
H 1.1269 -1.1177 2.0563 0.225 -0.826 -1.923 0.083
H 2.4681 -1.3521 0.7528 -2.442 -0.223 0.389 0.069
H -0.5684 2.4973 0.3325 0.636 -1.642 1.899 0.067
H 0.8288 1.9827 1.5843 -2.241 -0.855 -0.969 0.096
H 2.2639 2.0049 -0.9889 -0.652 -2.034 -1.018 0.078
H 2.9191 0.2682 -1.4116 -1.835 1.314 -0.137 0.069
H 1.5154 0.1515 -3.6298 -0.509 1.997 1.429 0.092
H 2.3461 3.0048 -4.2014 1.178 -2.067 0.980 0.026
H 3.3991 1.4587 -4.5061 -0.938 0.966 1.750 0.069
H 3.4692 2.4360 -2.7987 -1.013 -0.954 -1.862 0.064
C -6.0737 4.1180 -2.1155 -0.515 -0.950 -0.420 -0.145
C -4.6648 3.8411 -2.5295 0.495 -1.297 0.107 -0.138
O -4.1269 5.1332 -2.7376 -0.521 1.251 0.441 0.060
C -4.8759 5.9994 -1.9945 0.537 1.775 0.265 -0.519
O -4.5894 7.1697 -1.8046 -0.634 -2.214 -0.393 0.111
O -5.9861 5.3851 -1.4910 0.924 0.975 -0.019 0.055
H -6.4579 3.3682 -1.4186 0.027 0.248 -0.010 0.146
H -6.7541 4.1915 -2.9703 0.702 -0.102 0.465 0.088
H -4.0889 3.3405 -1.7440 -0.019 0.014 -0.146 0.101
H -4.6095 3.2458 -3.4450 0.110 0.213 0.104 0.138
C 6.3167 -0.1437 -0.9390 0.173 0.046 -1.158 -0.130
C 7.3241 0.2439 0.0944 1.444 0.125 -0.289 -0.135
O 6.5335 0.5005 1.2394 -1.044 -0.390 0.001 0.028
C 5.3710 -0.1980 1.0837 -1.925 -0.434 1.789 -0.503
O 4.5315 -0.3416 1.9569 2.022 0.410 -1.908 0.134
O 5.2711 -0.7153 -0.1756 -0.043 0.138 1.064 0.046
H 6.7133 -0.8674 -1.6564 -0.189 0.001 0.179 0.139
H 5.9240 0.7204 -1.4851 -0.022 -0.064 0.047 0.133
H 8.0233 -0.5677 0.3218 -0.191 0.137 -0.052 0.111
H 7.8927 1.1331 -0.1917 -0.184 -0.015 0.195 0.140
C -1.5887 -6.9088 2.7971 0.974 0.351 -0.341 -0.140
C -2.8521 -6.2379 2.3648 -0.006 0.829 -0.902 -0.145
O -3.8554 -7.1652 2.7331 0.206 -1.026 1.011 0.065
C -3.3375 -7.9328 3.7362 -1.399 -1.351 1.134 -0.520
O -3.9854 -8.7202 4.4054 1.396 1.595 -1.364 0.119
O -2.0010 -7.7035 3.8931 -0.947 -0.366 0.234 0.057
H -0.8212 -6.1931 3.1041 -0.107 -0.211 0.082 0.134
H -1.1760 -7.5628 2.0217 -0.046 0.029 0.045 0.134
H -3.0283 -5.2965 2.8958 0.034 -0.066 -0.064 0.139
H -2.8753 -6.0484 1.2882 -0.190 -0.080 0.463 0.117
C 6.0966 -5.2645 -0.5949 -0.401 -0.895 -0.651 -0.138
C 5.4749 -4.8430 0.6970 -1.185 -0.363 0.397 -0.130
O 6.4896 -4.0702 1.3096 1.057 0.530 -0.690 0.071
C 7.2993 -3.6140 0.3096 1.254 1.303 0.438 -0.504
O 8.1761 -2.7795 0.4601 -1.736 -1.701 -0.364 0.118
O 6.9992 -4.2124 -0.8800 0.449 0.742 0.760 0.062
H 5.3602 -5.3713 -1.3961 0.238 0.137 0.050 0.140
H 6.6604 -6.1986 -0.5025 -0.012 0.085 -0.004 0.134
H 4.5910 -4.2134 0.5498 0.090 -0.040 0.025 0.143
H 5.2034 -5.6954 1.3258 0.140 0.250 0.033 0.139
C 5.8295 2.7082 4.0408 -0.894 -0.861 -0.077 -0.133
C 7.2384 2.4313 3.6267 0.461 -1.144 -0.369 -0.137
O 7.7763 3.7234 3.4186 -0.411 0.973 0.445 0.060
C 7.0273 4.5896 4.1618 0.498 2.269 0.404 -0.519
O 7.3138 5.7599 4.3516 -0.594 -2.506 -0.407 0.123
O 5.9171 3.9753 4.6652 0.903 0.744 -0.159 0.063
H 5.4453 1.9583 4.7376 -0.011 0.269 -0.070 0.142
H 5.1491 2.7817 3.1859 0.069 -0.047 0.074 0.139
H 7.8143 1.9307 4.4122 -0.053 0.067 -0.001 0.138
H 7.2937 1.8360 2.7112 0.065 0.326 0.311 0.111
C -8.9348 7.4391 -3.6381 0.308 1.065 -0.360 -0.131
C -10.1116 7.0504 -2.8031 -0.744 0.700 0.509 -0.139
O -10.1620 5.6437 -2.9466 0.813 -0.562 -0.303 0.070
C -8.9045 5.2339 -3.2848 0.537 -2.034 -0.106 -0.492
O -8.5465 4.0685 -3.3217 -1.671 2.525 -0.256 0.117
O -8.1002 6.2979 -3.5752 -0.494 -1.036 0.189 0.067
H -8.4183 8.3193 -3.2457 0.094 -0.275 -0.080 0.143
H -9.2057 7.6217 -4.6833 0.013 -0.042 0.076 0.136
H -9.9715 7.2932 -1.7445 0.022 -0.032 -0.105 0.139
H -11.0401 7.5097 -3.1532 0.078 -0.254 0.063 0.136
```
Forces are in eV/Å.

Summary:
Charge: -1
LUMO (eV): 1.77
HOMO-LUMO gap (eV): 7.32

***

No. 2
Molecular formula: C29H43AuN3S3Si2Te
Method: DFT, wB97M-V/def2-TZVPD

XYZ file:
```
82
Properties=species:S:1:pos:R:3:forces:R:3:lowdin_charge:R:1
Au 1.0103 -1.3046 -1.7028 0.345 0.156 0.106 0.593
S 2.8838 -1.0192 -0.0484 -0.151 0.030 -0.296 0.774
C 3.3271 0.5421 -0.6032 -0.081 0.040 0.102 -0.608
N 4.5558 0.9471 -0.6538 0.013 0.053 0.018 -0.045
C 4.8513 2.3495 -0.9978 -0.005 0.000 0.029 -0.053
C 3.8106 3.2463 -0.3847 0.023 0.034 -0.089 -0.058
N 2.4685 2.7931 -0.7952 0.027 0.101 -0.047 -0.059
C 1.4157 3.8245 -0.9900 0.013 -0.068 -0.034 -0.087
C 0.3788 3.8324 0.1069 -0.016 0.007 -0.006 -0.248
C -0.9645 3.9002 -0.2431 0.000 0.030 0.033 -0.051
C -1.9347 4.0256 0.7415 0.006 -0.023 -0.015 -0.061
C -1.5667 4.0580 2.0783 0.008 -0.030 0.023 -0.061
C -0.2263 3.9701 2.4327 -0.012 0.000 -0.008 -0.054
C 0.7449 3.8678 1.4491 -0.012 -0.010 -0.013 -0.029
C 2.2286 1.5235 -0.9537 0.005 -0.131 0.093 -0.599
S 0.6971 0.9751 -1.4634 0.047 -0.070 0.007 0.706
C 5.7402 0.1056 -0.3175 -0.004 -0.011 0.026 -0.075
C 6.2934 0.4972 1.0282 0.018 0.025 -0.044 -0.232
C 5.6447 0.1188 2.2011 -0.003 0.001 0.015 -0.043
C 6.1560 0.5036 3.4299 -0.016 0.019 -0.008 -0.051
C 7.3166 1.2655 3.4925 0.013 -0.010 0.002 -0.044
C 7.9712 1.6366 2.3278 -0.019 -0.013 -0.004 -0.042
C 7.4585 1.2546 1.0954 0.016 -0.020 0.026 -0.041
H 4.8868 2.4396 -2.0861 -0.012 0.005 0.005 0.162
H 5.8310 2.5889 -0.5900 -0.001 -0.014 0.012 0.138
H 3.9455 4.2620 -0.7511 -0.014 -0.012 0.029 0.151
H 3.8718 3.2609 0.7059 0.010 -0.042 -0.001 0.150
H 0.9435 3.6384 -1.9565 0.030 -0.020 -0.023 0.122
H 1.9423 4.7748 -1.0603 -0.040 0.016 0.045 0.143
H -1.2521 3.8962 -1.2881 -0.004 -0.006 -0.015 0.120
H -2.9747 4.1211 0.4608 -0.027 -0.005 0.001 0.115
H -2.3200 4.1741 2.8463 -0.002 0.005 -0.002 0.117
H 0.0642 4.0160 3.4734 0.002 0.002 0.008 0.118
H 1.7883 3.8523 1.7425 0.027 -0.011 -0.005 0.109
H 6.4707 0.3030 -1.1023 -0.020 -0.039 -0.035 0.145
H 5.4304 -0.9368 -0.3692 0.019 0.031 0.023 0.101
H 4.7564 -0.5028 2.1651 -0.015 -0.006 -0.017 0.089
H 5.6600 0.1977 4.3408 0.003 -0.007 0.009 0.116
H 7.7210 1.5533 4.4532 -0.001 0.006 0.007 0.121
H 8.8870 2.2091 2.3765 0.004 0.008 0.000 0.121
H 7.9913 1.5196 0.1887 0.000 0.004 -0.015 0.122
C -1.4748 -0.0293 2.1792 0.031 0.019 -0.028 -0.179
Si -3.2687 -0.5506 2.1875 -0.004 -0.019 -0.053 0.416
C -3.7952 -1.3245 3.7812 0.014 -0.006 0.042 -0.157
C -4.3796 0.8294 1.6215 -0.025 0.015 -0.026 -0.175
C -3.3778 -1.9680 0.8697 -0.019 0.010 0.009 -0.546
Te -2.8858 -1.3320 -1.0536 -0.099 -0.012 -0.005 1.451
C -4.8092 -1.0296 -1.7868 0.017 -0.027 -0.015 -0.542
Si -5.5531 -2.6151 -2.6541 -0.007 0.059 0.022 0.422
C -5.5627 -3.9804 -1.3921 0.011 -0.016 0.034 -0.179
C -4.4182 -2.9863 -4.0809 0.034 0.010 -0.018 -0.180
C -7.2469 -2.0906 -3.1775 -0.010 -0.011 -0.010 -0.157
H -1.2652 0.6510 3.0060 -0.009 0.022 0.028 0.042
H -1.2092 0.5030 1.2602 0.021 0.013 -0.031 0.003
H -0.8115 -0.8910 2.2917 0.014 0.003 0.011 0.037
H -3.7652 -0.5850 4.5843 0.000 0.003 0.014 0.052
H -3.1354 -2.1461 4.0647 -0.009 -0.013 0.017 0.047
H -4.8150 -1.7080 3.7281 -0.011 -0.006 -0.002 0.050
H -4.3621 1.6429 2.3493 0.007 0.021 0.013 0.045
H -5.4193 0.5073 1.5342 -0.009 -0.008 -0.001 0.047
H -4.0679 1.2515 0.6616 0.002 0.018 -0.001 0.021
H -4.3823 -2.3892 0.8071 -0.004 -0.004 0.016 0.020
H -2.6719 -2.7530 1.1457 -0.002 -0.029 -0.011 0.023
H -4.7573 -0.2211 -2.5174 0.006 0.019 0.007 0.027
H -5.4206 -0.7255 -0.9358 -0.024 0.015 0.004 0.025
H -4.5650 -4.2471 -1.0327 0.003 -0.007 -0.008 0.025
H -5.9877 -4.8818 -1.8387 -0.011 -0.011 0.004 0.052
H -6.1853 -3.7283 -0.5310 -0.005 -0.016 0.014 0.046
H -3.3923 -3.1950 -3.7633 0.002 -0.009 0.005 0.014
H -4.3965 -2.1580 -4.7920 0.016 -0.005 -0.017 0.046
H -4.7671 -3.8682 -4.6212 -0.016 -0.003 -0.011 0.051
H -7.8626 -1.8024 -2.3243 -0.014 0.007 0.000 0.049
H -7.7498 -2.9195 -3.6805 -0.011 -0.004 -0.008 0.055
H -7.2115 -1.2540 -3.8768 -0.015 0.009 -0.004 0.049
S 1.9260 -5.4883 -3.2214 -0.023 -0.026 -0.027 1.154
C 1.3650 -5.5526 -1.6116 -0.001 -0.008 0.024 -0.333
C 1.0281 -4.3169 -1.1785 0.004 -0.018 -0.090 -0.229
N 1.2106 -3.3294 -2.1274 -0.020 -0.080 0.174 -0.240
C 1.6869 -3.8253 -3.2542 -0.059 0.052 -0.047 -0.446
H 1.3131 -6.4824 -1.0697 0.003 -0.014 0.013 0.095
H 0.6475 -4.0648 -0.2021 0.011 0.011 0.024 0.114
H 1.8915 -3.2263 -4.1277 0.040 0.020 -0.005 0.094
```
Forces are in eV/Å.

Summary:
Charge: +3
LUMO (alpha / beta) (eV): -9.29 / -10.85
Expectation value of S²: 2.011
Energy relative to the best compared isomer or geometry (same formula, charge and spin) (eV): 0.000
2S+1: 3
HOMO-LUMO gap (alpha / beta) (eV): 6.64 / 5.08